Formula: C12H27BO9
Source: the Open Molecules 2025 dataset
Level of theory: ωB97M-V/def2-TZVPD

spin multiplicity = 1
SMILES = COB(O)OC(=O)OCC(=O)O.CCOCC.CCOCC
E_HOMO = -9.599 eV
M = 326.151 g mol⁻¹
lowest unoccupied orbital energy = 0.635 eV

Geometry as XYZ:
```
49
Properties=species:S:1:pos:R:3:forces:R:3
O 0.82661 0.56448 1.25975 0.6693 -0.1779 0.2891
O 1.33942 5.00672 1.96723 0.1736 -0.0552 0.0934
O -2.37495 -1.93490 0.97231 -0.7331 -0.0754 -0.4783
O 2.60892 -0.88558 0.75434 0.0262 -0.3143 0.9660
O 0.60138 -1.24852 -0.36870 -0.9130 0.2544 0.3757
O -0.86288 0.53613 2.72315 1.0996 -0.2298 0.7997
O -1.25970 0.74912 0.60129 -3.4422 0.3311 -4.2057
O -0.03990 -4.02034 -2.38954 0.0492 0.0806 0.2124
O -0.53201 -2.31673 2.06274 4.1453 -2.6869 0.7244
C 1.08104 6.29105 1.43201 -0.0347 0.0988 -0.0674
C -0.19939 3.77482 0.48779 0.1616 0.3120 -0.0588
C 3.00678 -0.88658 2.13634 0.8259 0.3362 -0.4774
C 0.21559 -5.29165 -2.95855 0.0017 -0.0934 -0.0588
C -2.13111 -3.57626 -3.61224 0.0174 -0.1519 0.0234
C -0.74791 -3.09949 -3.20216 -0.0773 0.0745 -0.0475
C 1.04407 -5.24304 -4.23058 -0.0185 0.1343 -0.0556
C 0.27310 4.07703 1.90055 -0.1296 -0.0423 -0.0425
C -1.48236 -1.67599 1.94659 -2.9292 2.0588 -0.4633
C -0.06396 7.02485 2.10919 -0.0829 -0.1038 0.0579
C -1.77208 -0.53226 2.90023 -1.2033 -0.1254 0.2868
C -0.47814 0.62580 1.43136 1.7179 0.2146 2.8161
B 1.32202 -0.53538 0.54073 0.7895 -0.1327 -0.6745
H 2.00164 6.85852 1.57203 0.0516 -0.0989 0.0348
H 0.12416 7.12017 3.17963 0.0253 0.0241 -0.0094
H 2.38512 -1.53387 2.73978 -0.3507 -0.0470 0.0876
H -0.72352 -5.83107 -3.12499 -0.0092 0.0164 -0.0743
H -0.59893 4.66148 -0.00692 -0.0455 0.0032 0.0381
H 0.53477 -4.70362 -5.03037 -0.0323 -0.0649 -0.0194
H -2.25159 -1.33483 0.21999 -0.0875 0.1533 0.1606
H -2.08911 -4.47729 -4.22565 0.0001 0.0405 -0.0668
H -1.64143 -0.90372 3.90277 0.2553 -0.0972 0.3830
H -2.81101 -0.23892 2.81322 -0.1436 0.4403 -0.2569
H 0.91744 6.22808 0.35033 -0.0773 0.0035 0.0035
H -0.84329 -2.19310 -2.60321 0.1061 -0.0458 0.0701
H -1.01385 6.50260 1.98664 -0.0102 0.0385 -0.0650
H 0.76114 -5.85041 -2.19758 -0.0204 0.0865 0.0768
H 1.99478 -4.74040 -4.04749 0.0083 -0.0281 0.0194
H 4.01622 -1.26743 2.17112 0.2757 -0.1880 -0.0474
H -0.98424 3.02747 0.50228 -0.0940 -0.0140 -0.0211
H 1.24537 -6.25357 -4.58767 0.0057 -0.0107 0.0286
H -0.17651 8.02260 1.68347 0.0316 0.0023 0.0007
H 0.65395 3.16278 2.35853 0.1062 0.0638 0.0380
H -0.56263 4.41118 2.52602 -0.0413 0.0173 -0.0489
H -0.15230 -2.82809 -4.08031 -0.0241 -0.0469 -0.0462
H -2.63889 -2.80361 -4.19048 0.0105 0.0214 0.0146
H -2.73265 -3.80618 -2.73112 0.0032 0.0350 0.0050
H 0.62784 3.40382 -0.11997 -0.0091 -0.0428 0.0230
H 0.54401 -2.15972 -0.04531 0.1769 -0.1749 -0.5753
H 3.03897 0.12387 2.52142 -0.2244 0.2067 0.2315
```
Forces are in eV/Å.